Entry from the Open Molecules 2025 dataset: C11H16Cl3NORuSe as an isolated structure in a non-equilibrium geometry (the ωB97M-V functional and the def2-TZVPD basis).

Computed properties:
Multiplicity   5
Charge   -2
LUMO level (spin up / spin down)   4.8904 / 4.3994 eV
F_max   4.09 eV Å⁻¹

Last column: Mulliken spin population.
Cartesian coordinates (Å):
C (-1.0727, -0.8119, -0.5495)  0.2101
C (-0.7198, 0.0629, -1.6044)  0.1028
C (-0.3433, 1.3173, -1.0566)  0.2263
C (-0.7662, -0.2643, -3.0509)  0.0068
C (-0.4554, 1.2358, 0.3810)  0.0187
C (-0.9185, -0.1015, 0.7013)  0.0654
C (-1.4868, -0.4708, 2.0081)  0.0091
C (-1.6339, -2.1634, -0.7264)  -0.0249
C (0.0265, 2.5030, -1.8431)  -0.0302
C (-0.4833, 2.3704, 1.3267)  0.0154
Ru (1.3749, -0.1876, 0.4275)  2.4939
Cl (2.2979, -0.7696, -1.7662)  0.2479
Cl (1.1824, -2.2787, 1.1989)  0.2657
Cl (2.4481, 1.8377, 0.3513)  0.1070
H (-0.5982, -1.3414, -3.2115)  0.0019
H (0.0198, 0.2826, -3.5954)  0.0051
H (-1.7386, -0.0009, -3.5012)  0.0145
H (0.7928, 2.2524, -2.5940)  0.0113
H (0.4264, 3.2948, -1.2044)  -0.0020
H (-0.8540, 2.8918, -2.3785)  0.0233
H (0.3562, 3.0488, 1.1300)  -0.0038
H (-0.3977, 2.0048, 2.3516)  0.0084
H (-1.4219, 2.9340, 1.2281)  0.0032
H (-1.0070, 0.1040, 2.8045)  0.0196
H (-1.3336, -1.5347, 2.2359)  -0.0044
H (-2.5715, -0.2640, 2.0368)  0.0047
H (-1.0074, -2.7619, -1.4006)  0.0145
H (-2.6356, -2.1158, -1.1753)  0.0188
H (-1.7071, -2.6907, 0.2247)  -0.0024
O (0.0346, -2.8173, 3.5789)  0.1101
H (0.3582, -3.1389, 4.4458)  -0.0033
Se (6.1317, -1.0817, 1.2463)  0.0324
C (4.4365, -0.7451, 1.0426)  0.0154
N (3.2664, -0.6004, 0.9381)  0.0187

=====

Entry from the Open Molecules 2025 dataset: C11H16ClF6IrPSe2 as an isolated structure (the ωB97M-V functional and the def2-TZVPD basis).

Computed properties:
Multiplicity   5
Charge   +3
LUMO level (spin up / spin down)   -11.1597 / -14.2463 eV
F_max   0.45 eV Å⁻¹

Last column: Mulliken spin population.
Cartesian coordinates (Å):
Ir (-0.0503, -0.0313, 0.0811)  1.8223
C (-0.6631, 4.0531, 0.9105)  -0.0264
Se (-0.1242, 2.8561, -0.4933)  0.7992
C (-1.6546, 2.8933, -1.6847)  -0.0260
C (-2.7009, 1.8756, -1.2570)  0.0465
Se (-2.0199, 0.0296, -1.3231)  0.0549
C (-3.4772, -0.8402, -0.3552)  0.0119
H (-0.5338, 5.0600, 0.4998)  0.0373
H (0.0075, 3.8890, 1.7500)  -0.0002
H (-1.7097, 3.8741, 1.1540)  0.0188
H (-1.2547, 2.6962, -2.6809)  0.0112
H (-2.0650, 3.9051, -1.6545)  0.0055
H (-3.5298, 1.8809, -1.9706)  -0.0039
H (-3.0917, 2.0505, -0.2545)  0.0001
H (-4.3664, -0.6385, -0.9509)  0.0002
H (-3.5586, -0.4345, 0.6498)  0.0048
H (-3.2706, -1.9070, -0.3585)  -0.0007
Cl (2.2108, -3.2306, -1.2842)  0.1765
C (1.9633, -3.3363, 0.3605)  0.2663
C (2.9343, -4.0669, 1.1170)  0.0914
C (2.7970, -4.1783, 2.4758)  0.0431
C (1.6933, -3.5824, 3.0969)  0.2222
C (0.7086, -2.8774, 2.3444)  0.1723
C (0.8108, -2.7463, 0.9840)  0.0383
C (-0.2666, -2.1021, 0.1883)  0.1276
H (3.7636, -4.5109, 0.5805)  -0.0043
H (3.5259, -4.7210, 3.0630)  0.0058
H (1.5634, -3.6666, 4.1688)  -0.0009
H (-0.1345, -2.4587, 2.8787)  0.0049
H (-1.2470, -2.2806, 0.6312)  -0.0074
H (-0.2590, -2.4001, -0.8624)  -0.0082
F (1.0353, 0.2925, 1.7580)  0.0580
P (2.9148, 0.6015, 1.1751)  0.0057
F (3.0667, -0.9444, 1.4413)  0.0090
F (3.1990, 0.9500, 2.6491)  0.0027
F (4.2783, 0.8004, 0.5087)  0.0019
F (2.1453, 0.1263, -0.3099)  0.0359
F (2.3557, 2.0497, 0.8636)  0.0038

=====

Entry from the Open Molecules 2025 dataset: a 3-piece molecular cluster, C11H16ClN2O12P2 overall in a non-equilibrium geometry (the ωB97M-V functional and the def2-TZVPD basis).

Computed properties:
Relative energy (zero: lowest compared OMol25 entry of this formula, charge and spin)   197.6 kJ/mol
Charge   -1
LUMO level   1.6706 eV
F_max   5.75 eV Å⁻¹

Last column: Mulliken charge in e.
Cartesian coordinates (Å):
N (-4.3145, -0.0586, -0.4651)  -0.4513
C (-3.9250, 0.5453, 0.4278)  -0.1681
C (-3.3686, 1.1878, 1.7172)  0.1786
P (-4.9084, 1.9024, 2.6601)  0.3581
O (-5.1412, 0.9176, 4.0208)  -0.5045
Cl (-6.5565, 1.5569, 1.3644)  -0.2621
C (-2.2997, 2.3521, 1.4689)  1.3736
C (-2.8599, 3.6444, 2.1859)  -0.2409
N (-3.1611, 4.6152, 2.7154)  -0.5407
C (-2.0274, 2.6919, -0.0643)  0.0300
O (-1.5437, 1.9129, -0.8800)  -0.5589
O (-2.3234, 3.9217, -0.4090)  -0.7636
P (-0.6238, 2.0267, 2.3224)  0.8052
O (0.4461, 1.7840, 1.3112)  -0.6142
O (-0.1674, 3.4302, 3.1290)  -0.5752
O (-0.6507, 0.7010, 3.3307)  -0.5326
H (-2.9885, 0.3606, 2.3872)  0.4417
H (-4.3142, 0.8445, 4.5346)  0.3299
H (-0.1745, 4.1453, 2.4564)  0.3764
H (-1.2001, 0.8550, 4.1245)  0.3364
C (6.2381, -2.0563, 1.6927)  -0.6312
O (4.9869, -1.4441, 1.9893)  -0.3459
C (4.0974, -1.4957, 0.9835)  0.7763
O (4.2842, -2.0018, -0.0962)  -0.5689
O (2.9815, -0.8935, 1.3875)  -0.2388
C (1.9355, -0.8726, 0.4085)  -0.3756
H (6.8720, -1.9542, 2.5727)  0.2206
H (6.1069, -3.1187, 1.4807)  0.2824
H (6.7240, -1.5542, 0.8547)  0.2849
H (1.6338, -1.8887, 0.1467)  0.2918
H (2.2502, -0.3233, -0.4788)  0.2857
H (1.0808, -0.3601, 0.8428)  -0.0177
C (2.3845, -2.3458, -3.4773)  -0.5281
O (1.1301, -1.7339, -3.1848)  -0.1841
C (0.2424, -1.7844, -4.1843)  0.7004
O (0.4201, -2.2881, -5.2667)  -0.5721
O (-0.8732, -1.1788, -3.7710)  -0.2097
C (-1.9221, -1.1506, -4.7348)  -0.6779
H (3.0156, -2.2414, -2.5949)  0.0738
H (2.2549, -3.4087, -3.6878)  0.3075
H (2.8721, -1.8439, -4.3145)  0.3018
H (-2.2309, -2.1637, -4.9981)  0.2924
H (-1.6135, -0.5987, -5.6239)  0.2907
H (-2.7688, -0.6358, -4.2837)  0.2236

=====

Entry from the Open Molecules 2025 dataset: C11H16CrN13SSe as an isolated structure in a non-equilibrium geometry (the ωB97M-V functional and the def2-TZVPD basis).

Computed properties:
Multiplicity   2
Relative energy (zero: lowest compared OMol25 entry of this formula, charge and spin)   13.2 kJ/mol
LUMO level (spin up / spin down)   0.1507 / -0.0742 eV
F_max   2.58 eV Å⁻¹

Last column: Mulliken spin population.
Cartesian coordinates (Å):
Cr (0.9347, 0.7103, 0.1860)  0.4781
C (0.0837, -2.7420, 2.5261)  -0.0106
C (0.5600, -1.7246, 1.5410)  0.0220
N (0.2790, -0.4579, 1.6096)  -0.0336
N (-0.5017, -0.0436, 2.6386)  0.0083
C (-0.7858, 1.2341, 2.6385)  -0.0055
N (-1.5373, 1.6789, 3.7081)  -0.0032
S (-0.4196, 2.3881, 1.4147)  0.0072
C (1.4050, -2.0744, 0.4185)  -0.0031
C (1.9227, -3.3521, 0.2022)  -0.0031
C (2.7914, -3.5643, -0.8473)  -0.0112
C (3.1140, -2.4978, -1.6787)  0.0120
C (2.5414, -1.2679, -1.4256)  -0.0164
N (1.7115, -1.0491, -0.4091)  0.0270
H (-0.4644, -2.2463, 3.3199)  -0.0003
H (0.9260, -3.2838, 2.9600)  0.0015
H (-0.5728, -3.4635, 2.0335)  0.0026
H (-1.4120, 1.1619, 4.5669)  -0.0004
H (-1.5036, 2.6795, 3.8166)  -0.0001
H (1.6440, -4.1542, 0.8713)  0.0025
H (3.2244, -4.5412, -1.0171)  -0.0013
H (3.8055, -2.6118, -2.5012)  0.0013
H (2.7683, -0.4124, -2.0461)  0.0009
N (-3.6946, 0.2938, 1.3940)  0.0015
C (-4.0435, 0.5801, 0.1359)  0.0004
N (-5.3318, 0.8949, -0.1177)  0.0013
N (-3.2292, 0.5174, -0.8878)  0.0017
C (-1.9490, 0.3674, -0.7867)  0.0237
N (-0.7933, 0.2710, -0.7824)  -0.0141
H (-4.3194, 0.4506, 2.1637)  -0.0002
H (-2.7244, 0.1371, 1.6255)  0.0000
H (-5.9531, 1.1541, 0.6259)  -0.0001
H (-5.5385, 1.2194, -1.0448)  -0.0002
N (1.1090, 2.4220, -4.7955)  -0.0006
N (1.3974, 2.4334, -3.4544)  -0.0024
N (2.0511, 3.4093, -2.8781)  0.0025
C (2.0307, 3.0261, -1.6123)  -0.0039
N (1.3597, 1.8747, -1.4559)  0.0145
N (0.9699, 1.4961, -2.6554)  -0.0178
H (1.9051, 2.7432, -5.3254)  -0.0001
H (0.8140, 1.4930, -5.0556)  0.0000
H (2.4988, 3.5523, -0.8000)  0.0018
Se (2.9267, 1.2983, 1.1809)  0.5177

=====

- Look up the F_max of the third one.
  5.75 eV Å⁻¹

=====

- F_max of number 4 (C11H16CrN13SSe)?
  2.58 eV Å⁻¹